The following is a DFT calculation (ωB97M-V/def2-TZVPD) of a cluster of 2 separate species, C5H14 in total at a distorted geometry.

Output
HOMO-LUMO gap (spin up / spin down) = 12.45 / 3.91 eV
HOMO level (spin up / spin down) = -15.3 / -14.9 eV
Expectation value of S² = 0.753
Relative energy (zero: lowest compared OMol25 entry of this formula, charge and spin) = 0.715 eV
Total charge = +1
Spin multiplicity = 2

```
19
Properties=species:S:1:pos:R:3:lowdin_spin:R:1
C -0.3936 1.4028 -0.7960 0.24
C -1.9961 1.4201 -0.5420 0.24
C 0.1845 2.0841 0.3785 0.17
H -0.1534 0.3237 -0.8113 0.05
H -0.1602 1.8635 -1.7501 0.00
H -2.2670 1.2649 0.4919 0.00
H -0.0671 3.1452 0.5742 0.04
H -0.1347 1.6150 1.3117 0.00
H -2.4151 0.5635 -1.0868 0.02
H -2.4296 2.3677 -0.8711 0.03
H 1.3018 2.1142 0.4702 0.09
C 1.4814 -2.2498 1.0378 0.02
C 0.7172 -2.2957 -0.3280 0.06
H 1.1008 -1.4243 1.6176 0.00
H 1.2801 -3.2282 1.4953 0.01
H 2.5354 -2.1282 0.8439 0.00
H -0.1901 -1.6752 -0.1613 0.02
H 1.3331 -1.9460 -1.1668 0.00
H 0.2727 -3.2172 -0.7076 0.01
```


The following is a DFT calculation (ωB97M-V/def2-TZVPD) of a cluster of 2 separate species, C4H12N3O in total.

Output
HOMO-LUMO gap = 10.41 eV
HOMO level = -13.4 eV
Relative energy (zero: lowest compared OMol25 entry of this formula, charge and spin) = 0.944 eV
Total charge = +1

```
20
Properties=species:S:1:pos:R:3:lowdin_charge:R:1
O -0.2108 1.2847 -1.5239 0.02
C 0.4025 2.1277 -0.9148 -0.22
C 0.1048 2.5074 0.5164 -0.22
N 0.8050 1.5785 1.4165 0.02
H 1.2289 2.6549 -1.4243 0.14
H 0.3597 3.5586 0.6492 0.12
H -0.9692 2.3966 0.6638 0.12
H 1.7524 1.9023 1.5695 0.08
H 0.3644 1.6398 2.3276 0.08
C 1.0895 -1.6295 0.5524 -0.03
N -2.0448 -1.9793 -1.2914 0.19
C -0.9465 -2.2228 -0.6043 -0.14
N -0.0590 -1.3283 -0.3059 0.04
H 1.9198 -0.9994 0.2673 0.09
H 1.3909 -2.6578 0.3878 0.09
H 0.8419 -1.4369 1.5898 0.09
H -2.3658 -1.0372 -1.4598 0.14
H -2.6572 -2.7422 -1.5260 0.13
H -0.7950 -3.2320 -0.2336 0.17
H -0.2114 -0.3851 -0.6563 0.10
```


The following is a DFT calculation (ωB97M-V/def2-TZVPD) of the molecule C8H16N2O3S2 at a distorted geometry.

Output
HOMO-LUMO gap = 9.47 eV
HOMO level = -8.9 eV
Relative energy (zero: lowest compared OMol25 entry of this formula, charge and spin) = 0.214 eV
Total charge = 0

```
31
Properties=species:S:1:pos:R:3:lowdin_charge:R:1
C 0.7047 1.6536 0.1248 -0.37
C -0.6895 1.1849 -0.4122 -0.43
C 1.5001 0.4756 0.5690 -0.23
C 2.1319 -0.1512 -0.6950 -0.52
C 4.5454 -0.9530 0.4338 -0.41
C -2.4043 -0.5319 -0.7253 -0.24
C -3.6726 -0.0142 0.0324 -0.48
C -2.4361 -2.0790 -0.8421 -0.50
H 0.1686 3.5160 0.7259 0.10
H 0.2534 2.3450 1.9268 0.08
H 1.1395 2.1908 -0.7417 0.16
H 2.3720 0.7357 1.1988 0.12
H 0.8964 -0.1920 1.1864 0.11
H 2.7812 0.6304 -1.1242 0.09
H 1.3242 -0.4616 -1.3638 0.07
H 5.2210 -1.8068 0.5877 0.02
H 5.0462 -0.2241 -0.2200 0.04
H 4.4023 -0.5127 1.4430 0.04
H -0.6944 -0.7193 0.4263 0.09
H -2.4741 -0.0811 -1.7539 0.17
H -1.7271 -2.4374 -1.6112 0.08
H -3.4152 -2.4196 -1.1907 0.08
H -2.8146 -2.3948 1.4923 -0.11
H -3.1502 1.7104 -0.3834 0.05
N 0.6735 2.6948 1.0883 0.06
N -1.1372 -0.0392 -0.1608 0.12
O -1.3690 2.0460 -0.9450 0.05
O -4.3945 -0.7535 0.6310 0.10
O -3.8642 1.3039 0.0785 0.15
S 3.0671 -1.6752 -0.3985 0.79
S -1.9844 -3.0404 0.6228 0.73
```


The following is a DFT calculation (ωB97M-V/def2-TZVPD) of a cluster of 8 separate species, C31H52N7O23P2S in total at a distorted geometry.

Output
HOMO-LUMO gap = 6.29 eV
HOMO level = -11.2 eV
Relative energy (zero: lowest compared OMol25 entry of this formula, charge and spin) = 11.029 eV
Total charge = +1

```
116
Properties=species:S:1:pos:R:3:lowdin_charge:R:1
C 2.0567 1.1800 -0.0490 -0.12
C 3.3791 0.6163 0.7629 -0.19
C 3.1458 -1.0294 0.9500 -0.30
C 4.1475 -1.6947 2.0762 -0.07
C 1.5585 -1.2695 1.2795 -0.02
C 0.4745 -2.1090 0.3992 -0.13
P 1.2283 -2.9341 -1.2018 0.74
N 2.5474 -3.8331 -0.8758 -0.20
O 1.5123 -1.6919 -2.4044 -0.24
O 0.0431 -4.0720 -1.8768 -0.26
N -0.9662 -2.3715 0.5692 0.09
N -1.5647 -1.8729 1.6828 -0.09
C -3.0705 -2.1582 1.8642 -0.03
C -4.0146 -1.0952 1.0257 -0.54
N -3.4277 -0.7233 -0.3488 0.04
N -4.2235 0.2350 1.7517 0.06
N -5.4167 -1.6286 0.7305 0.07
C -0.7662 -1.0962 2.6720 -0.08
N -1.5494 -0.6285 3.9184 0.06
C 0.8057 -0.6595 2.6489 -0.17
P 1.7252 0.3922 3.9639 0.39
S 1.0659 2.2570 3.8220 0.10
H 2.2920 2.2097 -0.6055 0.08
H 1.7073 0.4456 -0.9203 0.08
H 1.1443 1.4301 0.6757 0.07
H 4.3357 0.7874 0.0701 0.14
H 3.5966 1.1652 1.7731 0.09
H 3.4826 -1.4915 -0.0976 0.13
H 4.5801 -0.9368 2.8556 0.08
H 5.0842 -2.1674 1.5200 0.09
H 3.6000 -2.5970 2.6236 0.10
H 2.7371 -3.7437 0.1572 -0.02
H 1.9629 -2.0808 -3.2291 0.10
H 0.1815 -4.9583 -1.3886 0.10
H -3.2393 -3.2157 1.3396 0.15
H -3.3732 -2.2954 2.9865 0.14
H -2.5653 -0.1736 -0.1403 0.06
H -3.1115 -1.5796 -0.8558 0.07
H -4.9533 0.8193 1.2876 0.10
H -3.2802 0.6967 1.7501 0.07
H -5.4649 -2.6665 0.8260 0.08
H -6.1348 -1.1367 1.3078 0.03
H -2.4089 -0.1077 3.6378 0.06
H -1.7567 -1.4391 4.5474 0.10
H 1.2862 -0.0702 5.2676 0.00
H 3.1562 0.4157 3.8019 -0.01
C -9.1738 1.5133 -0.3177 -0.13
C -10.3071 1.0088 0.5154 -0.12
O -9.7083 -0.0050 1.3000 0.08
C -8.3740 0.2773 1.3621 -0.48
O -7.5828 -0.2931 2.0944 0.08
O -8.0414 1.2811 0.4989 0.07
H -9.2708 2.5768 -0.5527 0.14
H -9.0580 0.9516 -1.2506 0.12
H -10.7118 1.7786 1.1809 0.14
H -11.1200 0.6005 -0.0914 0.15
C -5.5655 0.4123 5.4570 -0.14
C -6.2158 1.3737 4.5158 -0.15
O -6.7290 2.3737 5.3753 0.07
C -5.9896 2.3293 6.5220 -0.51
O -6.0473 3.1619 7.4114 0.14
O -5.1770 1.2326 6.5429 0.06
H -4.6963 -0.0811 5.0135 0.11
H -6.2607 -0.3511 5.8216 0.14
H -5.4996 1.8332 3.8265 0.12
H -7.0192 0.9102 3.9368 0.11
C 6.4958 4.6361 1.1794 -0.12
C 5.5715 3.6521 0.5386 -0.15
O 5.7380 2.4886 1.3264 0.02
C 6.1899 2.8976 2.5480 -0.52
O 6.2801 2.1749 3.5263 0.12
O 6.5265 4.2204 2.5319 0.07
H 6.1314 5.6638 1.0979 0.14
H 7.5103 4.5846 0.7706 0.14
H 4.5241 3.9674 0.5903 0.14
H 5.8323 3.4547 -0.5048 0.11
C 7.8863 -5.6034 0.5794 -0.13
C 7.8295 -4.1102 0.5784 -0.13
O 6.4539 -3.8367 0.7654 0.03
C 5.9113 -4.9304 1.3764 -0.51
O 4.7833 -4.9723 1.8384 0.12
O 6.7957 -5.9699 1.4036 0.07
H 8.8263 -5.9841 0.9884 0.14
H 7.7339 -6.0285 -0.4182 0.14
H 8.3936 -3.6698 1.4073 0.14
H 8.1861 -3.6809 -0.3619 0.14
C 3.7295 2.8340 -4.3173 -0.15
C 2.7138 3.5382 -3.4774 -0.13
O 3.4667 3.9924 -2.3688 0.05
C 4.7654 4.0803 -2.7802 -0.50
O 5.6595 4.5987 -2.1325 0.11
O 4.9326 3.5134 -4.0108 0.08
H 3.5067 2.9031 -5.3856 0.15
H 3.8397 1.7794 -4.0440 0.08
H 2.2772 4.4036 -3.9870 0.14
H 1.9086 2.8731 -3.1532 0.13
C 4.9220 -2.6693 -6.0053 -0.13
C 6.0471 -2.2760 -5.1040 -0.13
O 5.7942 -0.9080 -4.8456 0.08
C 4.4587 -0.7068 -5.0446 -0.47
O 3.8647 0.3166 -4.7487 0.10
O 3.8749 -1.8002 -5.6167 0.07
H 4.6280 -3.7141 -5.8728 0.14
H 5.1520 -2.4954 -7.0617 0.14
H 6.0340 -2.8234 -4.1556 0.14
H 7.0244 -2.4073 -5.5766 0.14
C -6.5137 1.4758 -4.6149 -0.14
C -6.5705 2.9691 -4.6160 -0.14
O -7.9461 3.2425 -4.4289 0.07
C -8.4887 2.1489 -3.8180 -0.51
O -9.6167 2.1070 -3.3560 0.12
O -7.6043 1.1094 -3.7908 0.06
H -5.5737 1.0952 -4.2060 0.14
H -6.6661 1.0508 -5.6125 0.14
H -6.0064 3.4095 -3.7870 0.14
H -6.2139 3.3984 -5.5563 0.14
```


Values of E_tot, in order: -5400.390 -10854.149 -39349.363 -119911.128, all in eV.